16
Properties=species:S:1:pos:R:3:nbo_charge:R:1 method="wB97M-V/def2-TZVPD" de_lowest_ev=3.310 homo_lumo_gap_ev=9.595 smiles="C1=C[C@H]2CN2N=CC1" total_charge=0
C 1.08 1.12 -0.23 -0.166
C -0.20 1.47 -0.13 -0.211
C -1.22 0.53 0.49 -0.127
C -2.11 -0.33 -0.33 -0.229
N -1.05 -0.92 0.46 -0.253
N -0.17 -1.73 -0.13 -0.229
C 1.07 -1.54 -0.12 0.058
C 1.72 -0.18 0.30 -0.530
H 1.77 1.86 -0.63 0.204
H -0.44 2.47 -0.43 0.214
H -1.57 0.88 1.45 0.214
H -3.21 -0.47 -0.11 0.200
H -1.91 -0.41 -1.43 0.203
H 1.72 -2.36 -0.53 0.193
H 2.73 -0.22 -0.07 0.224
H 1.80 -0.16 1.44 0.236